#i
Computed, not measured: a cluster of 3 separate species, C2H12N2O2 in total, with wB97M-V/def2-TZVPD.

```
18
Properties=species:S:1:pos:R:3
N 2.020 -0.410 -0.332
C 0.714 0.295 -0.540
C -0.220 -0.507 -1.440
N -1.621 -0.221 -1.112
H 2.819 0.108 -0.213
H 2.119 -1.284 -0.760
H 0.986 1.308 -0.913
H 0.208 0.394 0.539
H 0.070 -0.394 -2.515
H 0.118 -1.535 -1.299
H -2.059 -0.253 -1.954
H -1.991 -0.796 -0.403
O -0.189 -1.509 2.671
H -0.212 -0.628 2.449
H 0.399 -1.935 1.956
O -1.129 2.797 1.483
H -1.655 2.283 0.794
H -0.379 2.286 1.590
```

## Properties
- HOMO energy: -9.3 eV
- E_LUMO: 0.752 eV
- Structure (SMILES): NCCN.O.O
- Orbital gap: 10.034 eV

natural (NBO) atomic charge list, values in e, 2 entries: number 1, N, carries -0.88; number 2, C, carries -0.20

#ii
Computed, not measured: a cluster of 3 separate species, C2H12N2O2 in total, with wB97M-V/def2-TZVPD.

```
18
Properties=species:S:1:pos:R:3
N 0.374 -1.508 -1.493
C -0.592 -0.408 -1.457
C -1.651 -0.655 -0.357
N -1.694 0.470 0.610
H 0.896 -1.535 -0.627
H 1.064 -1.355 -2.222
H -1.041 -0.360 -2.451
H -0.142 0.570 -1.228
H -2.641 -0.849 -0.783
H -1.326 -1.537 0.189
H -2.286 1.202 0.240
H -2.210 0.173 1.433
O 2.515 0.154 0.155
H 2.837 1.063 0.029
H 2.250 0.134 1.082
O 0.625 1.423 2.134
H -0.081 1.020 1.593
H 0.268 2.300 2.306
```

## Properties
- HOMO energy: -9.0 eV
- E_LUMO: 0.834 eV
- Structure (SMILES): NCCN.O.O
- Orbital gap: 9.860 eV

natural (NBO) atomic charge list, values in e, 2 entries: number 1, N, carries -0.83; number 2, C, carries -0.23

#iii
Computed, not measured: a cluster of 3 separate species, C2H12N2O2 in total, with wB97M-V/def2-TZVPD.

```
18
Properties=species:S:1:pos:R:3
C 1.241 -0.888 2.028
N 0.029 -0.426 1.386
C -0.018 -0.538 -0.028
N -0.041 0.767 -0.926
H 1.042 -0.602 3.078
H 0.998 -1.895 1.910
H 2.323 -0.561 1.585
H -0.813 -0.534 1.940
H -0.857 -1.133 -0.371
H 0.899 -1.045 -0.422
H -0.755 1.384 -0.535
H 0.768 1.197 -0.577
O -0.086 -1.279 -3.899
H -0.029 -1.387 -2.898
H -0.268 -2.118 -4.200
O -0.940 2.435 1.625
H -1.838 2.051 1.646
H -0.516 1.569 1.805
```

## Properties
- HOMO energy: -9.0 eV
- E_LUMO: 0.568 eV
- Structure (SMILES): CNCN.O.O
- Orbital gap: 9.586 eV

natural (NBO) atomic charge list, values in e, 2 entries: number 1, C, carries -0.42; number 2, N, carries -0.70

#iv
Computed, not measured: a cluster of 3 separate species, C2H12N2O2 in total, with wB97M-V/def2-TZVPD.

```
18
Properties=species:S:1:pos:R:3
N -0.069 -2.571 0.754
C 0.681 -1.309 0.721
C 0.120 -0.406 -0.360
N -1.319 -0.315 -0.242
H 0.142 -3.112 1.578
H 0.113 -3.206 -0.010
H 1.719 -1.564 0.483
H 0.695 -0.911 1.733
H 0.565 0.579 -0.209
H 0.520 -0.767 -1.311
H -1.820 -0.008 -1.064
H -1.709 -1.204 0.056
O -1.358 2.420 0.454
H -1.241 2.966 1.226
H -1.079 1.499 0.356
O 1.644 2.681 -1.668
H 1.165 1.885 -1.397
H 1.230 3.342 -1.100
```

## Properties
- HOMO energy: -9.6 eV
- E_LUMO: 0.815 eV
- Structure (SMILES): NCCN.O.O
- Orbital gap: 10.433 eV

natural (NBO) atomic charge list, values in e, 2 entries: number 1, N, carries -0.86; number 2, C, carries -0.22

List of relative energies, unit hartree: #i 0.0466; #ii 0.0000; #iii 0.0681; #iv 0.0168

#i
Computed, not measured: the molecule C5H8N2S, with wB97M-V/def2-TZVPD.

```
16
Properties=species:S:1:pos:R:3
C -1.132 2.116 0.009
N -0.109 1.220 -0.222
C -0.262 -0.013 -0.601
C -1.481 -0.965 -0.666
S -2.835 -1.061 0.110
N 1.010 -0.764 -0.850
C 2.071 -0.361 0.262
C 1.180 -1.523 0.444
H -1.409 1.910 1.077
H -2.037 2.017 -0.512
H -0.943 3.279 0.138
H -0.931 -2.099 -1.063
H 3.002 -0.593 -0.299
H 2.181 0.931 0.583
H 1.517 -2.660 0.372
H 0.177 -1.433 1.218
```

## Properties
- HOMO energy: -8.8 eV
- E_LUMO: -1.004 eV
- Structure (SMILES): C/N=C(\C=S)N1CC1
- Orbital gap: 7.760 eV

natural (NBO) atomic charge list, values in e, 2 entries: number 1, C, carries -0.44; number 2, N, carries -0.41

#ii
Computed, not measured: the molecule C5H8N2S, with wB97M-V/def2-TZVPD.

```
16
Properties=species:S:1:pos:R:3
C -3.098 -0.902 0.140
N -2.143 -0.442 -0.617
N -1.197 0.345 -0.133
C 0.010 -0.129 0.137
C 0.422 -1.540 -0.286
S 1.988 -1.986 -0.068
C 1.051 0.740 0.614
C 1.771 1.558 -0.534
H -2.982 -0.779 1.219
H -3.729 -1.544 -0.269
H -0.454 -2.208 -0.559
H 1.637 0.110 1.300
H 0.386 1.456 1.255
H 2.552 2.208 -0.048
H 2.593 0.886 -1.015
H 1.193 2.227 -1.134
```

## Properties
- HOMO energy: -8.8 eV
- E_LUMO: -1.186 eV
- Structure (SMILES): C=N/N=C(\C=S)CC
- Orbital gap: 7.638 eV

natural (NBO) atomic charge list, values in e, 2 entries: number 1, C, carries -0.11; number 2, N, carries -0.21

List of relative energies, unit hartree: #i 0.0923; #ii 0.0000

#i
Computed, not measured: a structure of composition C3H8OS, with wB97M-V/def2-TZVPD.

```
13
Properties=species:S:1:pos:R:3
C 0.238 -1.886 -0.892
C 0.568 0.201 0.199
C -0.933 1.859 0.816
H -0.484 -2.629 -0.064
H 0.053 -2.175 -2.181
H 1.559 -1.973 -0.558
H 1.517 -0.048 0.149
H 0.410 -0.135 1.167
H -0.528 1.175 1.790
H -1.271 2.786 0.700
H -1.622 1.366 -0.082
O -0.066 -0.511 -0.747
S 0.559 1.968 -0.298
```

## Properties
- HOMO energy: -8.6 eV
- E_LUMO: 0.766 eV
- Orbital gap: 9.364 eV

natural (NBO) atomic charge list, values in e, 2 entries: number 1, C, carries -0.28; number 2, C, carries -0.15

#ii
Computed, not measured: the molecule C3H8OS, with wB97M-V/def2-TZVPD.

```
13
Properties=species:S:1:pos:R:3
C -2.101 -0.030 -0.205
O -0.816 -0.211 -0.689
C -0.051 -0.800 0.188
S 1.582 -0.992 -0.355
C 2.263 0.650 -0.104
H -2.484 0.763 -0.807
H -2.109 0.415 0.830
H -2.786 -0.999 -0.228
H -0.080 -0.228 1.215
H -0.415 -1.763 0.565
H 3.099 0.898 -0.893
H 1.504 1.323 -0.500
H 2.393 0.976 0.982
```

## Properties
- HOMO energy: -8.8 eV
- E_LUMO: 0.982 eV
- Structure (SMILES): COCSC
- Orbital gap: 9.775 eV

natural (NBO) atomic charge list, values in e, 2 entries: number 1, C, carries -0.26; number 2, O, carries -0.53

List of relative energies, unit hartree: #i 0.1609; #ii 0.0000

#i
Computed, not measured: a structure of composition C3H8OS, with wB97M-V/def2-TZVPD.

```
13
Properties=species:S:1:pos:R:3
C 0.806 -0.616 -0.356
C 0.572 -1.837 0.466
C -1.528 1.550 0.922
O 1.069 2.164 0.648
S 0.250 1.138 1.125
H 1.859 -0.245 -0.413
H -0.581 -1.885 0.708
H 0.793 -2.775 -0.160
H 1.158 -1.857 1.329
H -1.671 2.706 0.988
H -1.905 1.395 -0.066
H -2.047 1.030 1.658
H 0.581 -1.085 -1.428
```

## Properties
- HOMO energy: -8.4 eV
- E_LUMO: 0.122 eV
- Orbital gap: 8.503 eV

natural (NBO) atomic charge list, values in e, 2 entries: number 1, C, carries -0.50; number 2, C, carries -0.65

#ii
Computed, not measured: the molecule C3H8OS, with wB97M-V/def2-TZVPD.

```
13
Properties=species:S:1:pos:R:3
C 1.309 0.176 1.515
O 0.345 0.981 0.788
C -0.791 0.288 0.635
S -1.768 0.588 -0.838
C -0.689 -0.212 -2.079
H 2.349 0.423 1.028
H 1.241 -0.857 1.150
H 1.318 0.247 2.616
H -0.583 -0.833 0.431
H -1.398 0.220 1.642
H -1.019 -0.146 -3.059
H 0.289 0.313 -2.093
H -0.604 -1.187 -1.736
```

## Properties
- HOMO energy: -8.7 eV
- E_LUMO: 0.971 eV
- Structure (SMILES): COCSC
- Orbital gap: 9.691 eV

natural (NBO) atomic charge list, values in e, 2 entries: number 1, C, carries -0.28; number 2, O, carries -0.54

List of relative energies, unit hartree: #i 0.0735; #ii 0.0000

#i
Computed, not measured: the molecule C2H8N4O, with wB97M-V/def2-TZVPD.

```
15
Properties=species:S:1:pos:R:3
N 0.104 1.923 -0.195
C 0.121 0.616 0.314
N 1.834 0.277 0.386
C -0.295 -0.543 -0.522
N -0.083 -1.847 0.002
N -2.097 -0.197 -0.499
O -2.664 -0.949 0.256
H -0.400 2.101 -1.057
H 0.433 2.595 0.488
H -0.270 0.567 1.331
H 2.310 1.110 0.043
H 1.973 -0.690 0.688
H 0.001 -0.462 -1.566
H -0.486 -1.941 0.931
H -0.482 -2.560 -0.599
```

## Properties
- HOMO energy (alpha / beta): -7.9 / -7.9 eV
- E_LUMO (alpha / beta): 0.163 / 0.165 eV
- Structure (SMILES): NC(N)[C@@H](N)N=O
- Orbital gap (alpha / beta): 8.061 / 8.062 eV

natural (NBO) atomic charge list, values in e, 2 entries: number 1, N, carries -0.88; number 2, C, carries 0.10

#ii
Computed, not measured: a cluster of 2 separate species, C2H8N4O in total, with wB97M-V/def2-TZVPD.

```
15
Properties=species:S:1:pos:R:3
H 2.457 0.253 -0.869
N 1.519 0.385 -0.508
C 0.593 0.179 -1.348
N 0.715 -0.217 -2.655
N -0.729 0.159 -0.917
N -1.160 1.074 -0.197
O -2.393 0.863 0.239
H 1.612 -0.121 -3.098
H -0.094 -0.179 -3.251
H -2.732 -0.018 -0.034
C 0.042 -0.475 2.527
H 0.629 -0.143 1.677
H 0.667 -0.501 3.409
H -0.345 -1.469 2.334
H -0.781 0.210 2.691
```

## Properties
- HOMO energy: -9.7 eV
- E_LUMO: 0.483 eV
- Structure (SMILES): [H]/N=C(N)/N=N/O.C
- Orbital gap: 10.196 eV

natural (NBO) atomic charge list, values in e, 2 entries: number 1, H, carries 0.34; number 2, N, carries -0.71

List of relative energies, unit hartree: #i 0.0771; #ii 0.0000

#i
Computed, not measured: a cluster of 2 separate species, C2H8N4O in total, with wB97M-V/def2-TZVPD.

```
15
Properties=species:S:1:pos:R:3
C 1.748 -0.949 0.989
N -0.764 1.105 -0.637
C -0.239 0.035 -0.003
N -1.969 0.902 -1.213
N -1.083 -0.988 0.385
O 1.624 1.628 -0.736
N 1.067 -0.042 0.106
H 0.905 2.278 -0.731
H -2.019 0.149 -1.898
H -2.372 1.764 -1.555
H -2.032 -0.682 0.567
H -0.736 -1.623 1.085
H 1.230 -1.113 1.945
H 1.899 -1.923 0.504
H 2.742 -0.540 1.191
```

## Properties
- HOMO energy (alpha / beta): -8.6 / -7.6 eV
- E_LUMO (alpha / beta): 0.704 / -0.790 eV
- Orbital gap (alpha / beta): 9.258 / 6.765 eV

natural (NBO) atomic charge list, values in e, 2 entries: number 1, C, carries -0.45; number 2, N, carries -0.21

#ii
Computed, not measured: a cluster of 2 separate species, C2H8N4O in total, with wB97M-V/def2-TZVPD.

```
15
Properties=species:S:1:pos:R:3
N -1.604 -0.605 1.612
C -1.241 0.148 0.708
C -0.796 0.517 -0.483
N -1.637 0.614 -1.621
N 0.435 1.215 -0.614
H -2.018 -0.235 2.467
H -1.126 0.381 -2.465
H -2.467 0.040 -1.546
H 0.337 2.113 -1.076
H 0.888 1.341 0.285
N 2.148 -1.370 0.208
O 1.414 -0.821 1.311
H 2.000 -0.725 -0.570
H 3.126 -1.320 0.488
H 0.542 -1.292 1.296
```

## Properties
- HOMO energy: -7.4 eV
- E_LUMO: 0.849 eV
- Structure (SMILES): N=C=C(N)N.NO
- Orbital gap: 8.271 eV

natural (NBO) atomic charge list, values in e, 2 entries: number 1, N, carries -0.65; number 2, C, carries 0.25

#iii
Computed, not measured: the molecule C2H8N4O, with wB97M-V/def2-TZVPD.

```
15
Properties=species:S:1:pos:R:3
H -1.523 -1.426 -1.792
N -0.605 -1.256 -1.380
C -0.667 -0.279 -0.525
N -1.810 0.451 -0.373
N 0.420 0.086 0.235
C 0.612 1.462 0.675
N 1.669 -0.732 -0.193
O 1.914 -1.722 0.796
H -1.991 0.746 0.578
H -2.635 0.062 -0.807
H 0.634 2.151 -0.176
H -0.185 1.778 1.358
H 1.552 1.558 1.229
H 1.450 -1.304 -1.025
H 1.163 -1.574 1.399
```

## Properties
- HOMO energy: -8.8 eV
- E_LUMO: 0.684 eV
- Structure (SMILES): [H]/N=C(\N)N(C)NO
- Orbital gap: 9.454 eV

natural (NBO) atomic charge list, values in e, 2 entries: number 1, H, carries 0.33; number 2, N, carries -0.80

List of relative energies, unit hartree: #i 0.0854; #ii 0.0197; #iii 0.0000